[1]
Here is an isolated molecule of C3H3P3 at a distorted geometry from the OMol25 dataset. Energies are from the ωB97M-V functional and the def2-TZVPD basis.

```
9
Properties=species:S:1:pos:R:3
C -1.42413 0.16555 0.27906
C -0.18843 0.38372 -0.03973
C 1.26186 0.05041 0.27612
P -3.02528 -0.06979 0.64126
P 0.93936 1.78332 -0.22104
P 2.52018 -0.99068 0.40380
H -3.40013 -0.76529 -0.48666
H 1.27675 1.69778 -1.72849
H 2.03982 -2.25504 0.87567
```

Output
net charge	0
Kohn-Sham gap (spin up / spin down)	5.7 / 4.7	eV
multiplicity	3
relative energy (zero: lowest compared OMol25 entry of this formula, charge and spin)	50.46	kcal per mole

[2]
Here is a cluster of 2 separate species, C2H6NO2 in total at a distorted geometry from the OMol25 dataset. Energies are from the ωB97M-V functional and the def2-TZVPD basis.

```
11
Properties=species:S:1:pos:R:3
C -1.29914 -1.19004 -1.22096
O -0.11017 -1.39866 -0.47704
H -1.64055 -0.16378 -1.03873
H -1.20609 -1.38220 -2.29985
H -2.04568 -1.89728 -0.83364
C 1.54538 1.27987 1.43671
N 0.58297 0.77631 0.68588
O 1.71953 2.28593 2.14020
H 2.51490 0.73053 1.21428
H 0.06421 -0.47929 0.02948
H -0.12536 1.43860 0.36368
```

Output
net charge	-1
Kohn-Sham gap	8.1	eV
multiplicity	1
relative energy (zero: lowest compared OMol25 entry of this formula, charge and spin)	38.78	kcal per mole

[3]
Here is a structure of composition C18H28N3ReSbSe4Te at a distorted geometry from the OMol25 dataset. Energies are from the ωB97M-V functional and the def2-TZVPD basis.

```
56
Properties=species:S:1:pos:R:3
Re 0.77893 0.55341 0.30295
C -4.15045 2.94179 1.12355
C -3.71558 1.49886 0.86891
C -4.31814 0.98151 -0.43819
C -4.12449 0.59124 2.03810
N -2.24318 1.56108 0.73807
N -1.60685 0.36402 0.28191
H -5.23291 3.00743 1.17837
H -3.80768 3.58148 0.31541
H -3.74220 3.30974 2.05975
H -5.39388 1.12212 -0.42383
H -4.14314 -0.08592 -0.58099
H -3.92573 1.53328 -1.28990
H -5.20316 0.60767 2.15767
H -3.67781 0.92818 2.97284
H -3.83344 -0.44698 1.86667
H -1.85554 1.81276 1.64876
H -1.93920 0.21669 -0.68215
H -1.94946 -0.45231 0.82452
Se 3.10944 3.17536 3.61120
Sb 3.36983 0.90038 2.86759
Se 4.66696 -1.07771 3.25302
Se 0.80605 -0.13320 2.50314
Se 3.06967 0.80677 0.12344
C 2.54535 -2.37363 -1.44884
Te 0.60861 -1.97013 -0.57308
C 1.21608 -3.58186 0.73830
C 2.09851 -4.43630 -0.12777
C 2.27576 -5.78674 0.13053
C 3.13169 -6.52550 -0.67258
C 3.81521 -5.92204 -1.71684
C 3.62604 -4.57730 -1.99058
C 2.76298 -3.83572 -1.19952
H 3.30076 -1.76886 -0.92854
H 2.56549 -2.11848 -2.51009
H 0.33270 -4.11380 1.09255
H 1.76737 -3.18426 1.59892
H 1.74780 -6.25725 0.94504
H 3.26741 -7.57736 -0.47930
H 4.49042 -6.49905 -2.32878
H 4.14713 -4.10624 -2.81000
C 0.28018 1.28748 -2.74509
C 0.26926 2.46143 -1.83751
C 0.18980 3.81180 -2.24948
C 0.27043 4.57860 -1.10786
C 0.38641 3.68598 -0.01587
C 0.54708 4.01349 1.40186
N 0.37846 2.40194 -0.48556
H -0.45273 1.43284 -3.53810
H 0.06406 0.32462 -2.25775
H 1.25534 1.19961 -3.23385
H 0.09422 4.13668 -3.26795
H 0.25343 5.64816 -1.03389
H -0.11226 4.83139 1.68785
H 1.57008 4.37610 1.59893
H 0.36890 3.14674 2.04403
```

Output
net charge	+2
Kohn-Sham gap (spin up / spin down)	4.7 / 4.9	eV
multiplicity	2
relative energy (zero: lowest compared OMol25 entry of this formula, charge and spin)	49.88	kcal per mole

[4]
Here is a structure of composition C28H28FN4O5Ru at a distorted geometry from the OMol25 dataset. Energies are from the ωB97M-V functional and the def2-TZVPD basis.

```
67
Properties=species:S:1:pos:R:3
Ru 0.96676 0.40720 1.64189
C 2.53777 -0.26169 5.86646
C 1.70873 -0.63601 4.66797
O 1.45663 0.26697 3.86498
N 1.32518 -1.92874 4.46741
C 0.74628 -2.35206 3.20238
C -0.67728 -1.82723 3.01230
C -1.69432 -2.48228 3.72275
C -2.98845 -1.93742 3.61886
C -3.21864 -0.89890 2.67982
C -2.14248 -0.35159 2.00771
N -0.90884 -0.77487 2.22882
H 3.51990 -0.01935 5.45253
H 2.69415 -1.06809 6.54253
H 2.16870 0.57261 6.39244
H 1.80170 -2.57956 5.04795
H 0.81202 -3.43844 3.16618
H 1.39415 -1.99574 2.38218
H -1.44868 -3.36656 4.31595
H -3.79710 -2.35204 4.16219
H -4.22034 -0.51921 2.47700
H -2.21178 0.50730 1.37074
C 0.39196 -3.51518 -4.93454
C -0.67413 -2.44175 -4.76089
C -0.78948 -1.49259 -5.93446
C -2.08785 -0.72117 -5.78556
C -2.07745 -0.02897 -4.40609
C -2.93578 0.96306 -4.11005
C -2.91101 1.69983 -2.94261
F -3.81447 2.72826 -2.86026
C -2.08412 1.38753 -1.90058
C -1.20107 0.33693 -2.16134
C -0.19874 -0.00640 -1.13008
O -0.09798 0.80117 -0.15210
C 0.61076 -1.14567 -1.35280
C 0.41773 -1.88551 -2.49195
N -0.38279 -1.52980 -3.47550
C -1.20384 -0.42689 -3.35249
C 1.56412 -1.76495 -0.40408
O 2.14818 -2.80365 -0.59201
O 1.92534 -1.03914 0.61029
H 0.20698 -4.03975 -5.91806
H 0.51294 -4.26439 -4.21404
H 1.33008 -2.95968 -5.15170
H -1.65125 -2.87274 -4.60772
H -0.84387 -2.08214 -6.86349
H 0.02318 -0.77066 -5.95890
H -2.95953 -1.37022 -5.83707
H -2.19448 -0.00311 -6.58265
H -3.78898 1.28522 -4.71993
H -1.94181 1.89119 -0.91293
H 0.98378 -2.81398 -2.55419
O 3.19989 1.42466 1.28996
C 3.19080 2.71892 0.70998
C 2.08073 3.51032 1.34658
C 2.17657 4.84737 1.53028
C 1.10497 5.51818 2.09924
C -0.06744 4.83921 2.44017
C -0.08826 3.44178 2.12106
N 0.97094 2.79688 1.64886
H 3.76680 0.75937 0.85456
H 3.10684 2.77346 -0.40845
H 4.12830 3.19273 0.95686
H 3.07664 5.35290 1.17792
H 1.13629 6.62078 2.16593
H -0.94464 5.33230 2.85298
H -0.93892 2.79201 2.38082
```

Output
net charge	+2
Kohn-Sham gap (spin up / spin down)	8.7 / 6.4	eV
multiplicity	6
relative energy (zero: lowest compared OMol25 entry of this formula, charge and spin)	0.00	kcal per mole